[1]
Density functional theory data (the ωB97M-V functional and the def2-TZVPD basis) for a molecular structure, C5H10O.

Each line ends with the Löwdin charge.
Geometry (Å):
H: 1.67363 -1.11065 1.34680  0.105
C: 0.45201 0.55718 0.75648  -0.179
C: -0.22277 1.13758 -0.46102  -0.437
O: -0.97013 2.35604 -0.23022  -0.066
H: 1.18292 1.28416 1.13336  0.119
C: -1.63379 0.82755 -0.78522  0.069
C: 0.18552 -1.86579 -0.02113  -0.111
H: -0.30821 0.41482 1.53531  0.122
H: -1.86212 1.88269 0.16569  0.112
H: -0.30357 -1.59920 -0.96495  0.067
H: 1.91954 -0.60818 -0.31606  0.107
H: 0.71450 -2.81166 -0.17799  0.070
C: 1.14589 -0.77267 0.44701  -0.259
H: 0.45773 1.32991 -1.29451  0.149
H: -0.60516 -2.03683 0.71803  0.079
H: -1.82599 1.01505 -1.85157  0.052

Relative energy (zero: lowest compared OMol25 entry of this formula, charge and spin) in kcal per mole: 101.6
Kohn-Sham gap in hartree: 0.370
HOMO in eV: -9.148
F_max in hartree/bohr: 0.00715


[2]
Density functional theory data (the ωB97M-V functional and the def2-TZVPD basis) for 2 unconnected molecules or ions with the total composition C6H13N3 in a non-equilibrium geometry.

Each line ends with the Löwdin charge.
Geometry (Å):
N: -1.36017 -1.28766 -0.00492  -0.225
H: -1.40377 -2.79478 1.29300  0.089
H: -2.89696 -0.62309 1.23816  0.091
N: -0.05061 -1.27071 -2.10486  0.164
C: -0.05017 1.37207 0.77633  -0.025
H: 2.14249 -0.87757 -0.39942  0.072
H: -1.50783 0.63681 0.80124  0.066
H: -2.78686 0.13991 -0.39697  0.095
H: 2.79572 0.48681 0.49658  0.086
C: 1.90003 -0.12058 0.34513  -0.082
H: 0.10949 -2.45284 0.76259  0.086
C: -2.23845 -0.29398 0.43687  -0.095
C: -0.45996 -0.95728 -1.05314  -0.320
N: -0.76915 -2.03230 1.06463  0.069
H: 1.64908 -0.61380 1.28078  0.068
C: 1.06778 1.47243 -1.44196  -0.084
H: 1.98278 2.06400 -1.33283  0.087
H: 1.22354 0.75438 -2.24333  0.053
H: -0.46321 2.34591 0.54260  0.085
H: 0.25288 2.13254 -1.73702  0.081
C: 0.76220 0.74383 -0.15468  -0.446
H: 0.10114 1.17589 1.83121  0.087

Relative energy (zero: lowest compared OMol25 entry of this formula, charge and spin) in kcal per mole: 105.7
Structure (SMILES): CN(N)C#N.C=C(C)C
Kohn-Sham gap in hartree: 0.312
HOMO in eV: -8.000
F_max in hartree/bohr: 0.06005


[3]
Density functional theory data (the ωB97M-V functional and the def2-TZVPD basis) for a molecular structure, H28Mg3O30S4 in a non-equilibrium geometry.

Each line ends with the Löwdin charge.
Geometry (Å):
O: 0.50582 -2.66413 -1.98760  -0.018
O: 2.27909 -2.12770 -4.48595  -0.388
O: -3.01126 -1.81413 1.81652  0.002
O: -1.58479 -3.06860 -0.21910  -0.401
H: 0.98581 -3.83122 0.66528  0.013
H: 0.82072 -0.98339 3.06407  -0.006
S: -0.03517 0.29232 0.27831  0.432
O: -1.33294 -0.28820 0.50471  -0.284
H: -1.03849 0.55365 2.86412  0.005
S: 2.31045 -0.74653 -3.98761  0.232
O: -1.52983 -5.02416 -1.51085  -0.368
H: -2.45514 -1.38492 2.46670  0.032
O: -2.33281 1.39802 -2.11259  -0.323
O: -0.42207 -4.86204 0.66485  -0.376
O: -3.43844 1.37761 1.37246  -0.041
H: -0.13150 2.54247 3.93266  0.038
H: 3.13538 0.85671 2.63626  0.068
H: 0.89032 4.03727 -0.41190  0.019
H: 0.35529 2.82767 -3.98669  0.087
S: -1.59764 -4.51432 -0.13422  0.221
O: 3.53531 -0.08827 -4.38180  -0.398
Mg: -1.12234 2.69414 -1.51966  0.631
H: -3.51190 0.86366 0.56829  -0.044
H: -2.56775 2.58599 0.54728  0.016
H: -3.55526 -2.41529 2.32535  0.101
O: -2.85990 -4.95532 0.44389  -0.386
Mg: 2.01577 -1.83769 -1.03358  0.589
O: -0.22024 1.39729 -0.65253  -0.307
O: 0.40271 2.70542 3.15529  -0.049
O: 2.36797 -0.82158 -2.53206  -0.419
H: 4.41479 -1.59579 0.42979  0.093
H: 1.50549 1.71704 -1.31964  -0.021
O: -4.20339 0.06014 -3.07280  -0.309
H: 0.31491 1.90849 2.63240  -0.049
H: 3.36932 -0.52954 0.67879  0.013
H: 1.60215 3.38856 1.85151  0.004
H: 2.03554 0.81989 1.59661  -0.030
H: -1.29151 0.24336 4.32411  0.063
O: 0.30137 4.06594 -1.16592  -0.024
O: -3.74902 0.05858 -0.71712  -0.360
H: 2.86562 1.18422 -1.71719  0.029
O: -1.50090 -0.05589 3.43933  -0.023
O: -2.32672 -1.01405 -1.91509  -0.314
H: -3.01361 0.78843 1.99585  0.012
O: 1.72902 -3.33264 0.32572  -0.032
H: 2.39183 2.90980 0.65190  0.018
O: 1.10270 0.05076 -4.37857  -0.392
H: 2.39624 -3.40142 1.00860  0.068
H: 0.57615 -1.64120 4.40547  0.019
O: 0.41524 0.78487 1.57161  -0.342
O: 3.57017 -1.27530 0.11335  -0.009
O: 0.93459 -0.64883 -0.24206  -0.245
Mg: -2.65253 -1.54824 -0.13444  0.625
H: 0.21790 1.42236 -3.44067  0.025
H: 0.51801 -3.58729 -2.24031  0.089
O: 1.89102 3.65695 0.97930  -0.035
S: -3.16034 0.19154 -2.03549  0.379
H: -0.32298 -2.55380 -1.52161  0.023
O: 2.98796 0.83609 1.69071  -0.028
O: 2.42288 1.97507 -1.40932  -0.034
H: 0.77144 4.58563 -1.81798  0.093
O: 1.11271 -1.70911 3.61570  -0.036
H: -1.96767 3.96950 0.68027  0.096
O: -0.04761 2.32733 -3.27706  -0.035
O: -2.06792 3.24393 0.06405  -0.007

Kohn-Sham gap in hartree: 0.182
Net charge: -2
HOMO in eV: -2.024
F_max in hartree/bohr: 0.10410


[4]
Density functional theory data (the ωB97M-V functional and the def2-TZVPD basis) for a gas-phase ion, C21H37BrNO8 (charge +1) in a non-equilibrium geometry.

Each line ends with the Löwdin charge.
Geometry (Å):
C: 2.52994 2.48144 -0.98376  -0.140
H: -2.87127 0.51905 3.04920  0.168
H: 4.06081 -1.40599 -3.46194  0.160
O: -3.69453 -3.07174 3.13412  0.025
C: 2.45257 0.21362 -3.67097  -0.161
H: 2.98197 -1.48137 -5.10682  0.140
C: 1.50351 0.58081 5.04490  -0.591
C: 0.77943 -2.39329 -3.77584  -0.256
H: 1.63716 2.30347 -3.12297  0.122
C: -2.94931 -2.43743 2.21413  -0.262
H: -1.16956 -3.27347 -2.76529  0.064
H: -0.53449 -0.33497 4.60115  0.149
C: 0.05961 0.61996 4.20036  -0.122
H: 3.12267 0.56423 2.63623  0.058
O: -2.00579 -1.40551 2.73296  -0.104
C: 2.79365 -0.40728 2.06164  -0.067
H: 0.97789 1.56989 2.33758  0.151
O: -2.34356 3.96373 -0.61785  -0.003
C: 0.63291 -1.55976 0.91699  -0.096
O: 1.70642 1.47047 -0.30358  -0.214
H: -0.05920 2.71665 -0.46499  0.131
H: -1.66179 2.53053 3.06602  0.154
O: 3.47497 1.07947 -2.99490  -0.177
O: 1.87091 -0.53228 5.69682  -0.065
H: 3.63668 2.54615 -0.54136  0.162
H: 0.15609 -1.41702 -3.48990  0.101
H: -3.05021 -1.84839 -0.03791  0.067
Br: 2.65087 2.25964 5.00097  0.635
H: 1.07122 -1.42218 3.14112  0.154
C: -4.08979 2.11119 -0.97394  -0.011
C: 0.27599 1.60643 -0.60952  -0.117
H: 3.26842 3.24041 -3.00262  0.156
C: -0.69527 0.49173 0.12644  -0.140
H: 1.57024 0.12495 -2.87189  0.094
C: 2.97150 -1.32023 -3.93959  -0.145
H: -0.82028 3.18794 1.51721  0.150
H: -3.68747 1.05490 -1.27462  0.067
C: -3.10577 -2.84332 0.61962  -0.014
N: -0.11067 -0.85614 -0.16070  0.070
C: -1.59947 2.39569 1.88084  -0.096
H: -2.24188 -3.53179 0.23200  0.095
H: -0.51508 1.54803 4.63278  0.123
H: -4.38246 2.67449 -1.96022  0.107
C: -1.07351 0.81899 1.68082  -0.225
O: 2.14594 -2.31910 -3.22582  -0.228
H: -5.06540 1.91589 -0.31506  0.112
H: -3.18519 -0.14274 1.31313  0.141
H: -4.19378 -3.28074 0.39918  0.130
H: 2.06427 3.55615 -0.82326  0.145
C: -0.10739 -3.65251 -3.12658  -0.095
H: 3.32000 -1.38410 2.49361  0.109
H: -0.91197 -1.48596 -0.46814  0.158
H: 0.45030 -4.03636 -2.14918  0.088
C: 1.15116 -0.69951 2.19296  -0.237
C: -2.36033 -0.10008 2.16540  -0.111
H: -0.29527 -4.50406 -3.91674  0.091
H: 1.59524 -2.06430 0.42245  0.164
H: -1.72674 0.54365 -0.47485  0.154
O: -2.97423 2.59807 1.39200  -0.081
C: -3.02036 2.97722 -0.02588  -0.282
C: 2.69688 2.27228 -2.60121  -0.189
H: 3.11011 -0.35883 0.91871  0.086
H: -0.02451 -2.48163 1.29058  0.149
H: 0.75513 -2.42808 -4.96753  0.143
H: 0.16914 1.38852 -1.77901  0.135
C: 0.27967 0.63165 2.57635  -0.197
H: 0.51926 -0.77717 -1.01178  0.166
H: 2.08405 0.70004 -4.67209  0.149

Structure (SMILES): CCOCCOCCOC[C@H]1[NH2+]C[C@@H](C)[C@H](CC(=O)Br)C1(COC(C)=O)COC(C)=O
Kohn-Sham gap in hartree: 0.350
Net charge: +1
HOMO in eV: -12.757
F_max in hartree/bohr: 0.18319


[5]
Density functional theory data (the ωB97M-V functional and the def2-TZVPD basis) for a molecular structure, C5H8FLaO4 in a non-equilibrium geometry.

Each line ends with the Löwdin charge.
Geometry (Å):
H: 0.23043 1.45757 1.27954  0.141
H: 0.88175 0.77254 -1.04171  0.096
H: 0.41844 0.14121 -2.61366  0.104
H: -2.08899 2.08208 0.91597  0.178
C: -0.46580 0.98645 1.98417  -0.015
O: -2.24394 0.04870 0.87997  0.146
C: -1.28992 -0.89137 1.06885  -0.549
O: -1.57374 -2.08945 1.02505  -0.064
O: -0.32797 -0.42951 1.86117  0.106
H: 2.57004 -1.02014 -2.87284  0.069
C: 0.98861 -0.11603 -1.69873  -0.449
O: 0.43446 -1.20831 -1.04256  -0.509
C: 2.45648 -0.28563 -2.06133  -0.097
H: 3.04719 -0.61500 -1.19360  0.079
F: -2.73715 1.32569 2.65958  0.078
C: -1.91293 1.22107 1.56845  -0.277
H: -0.27470 1.28282 3.01928  0.157
La: -0.99444 -3.32683 -1.31911  1.725
H: 2.88217 0.66414 -2.41849  0.080

Relative energy (zero: lowest compared OMol25 entry of this formula, charge and spin) in kcal per mole: 31.4
Kohn-Sham gap (spin up / spin down) in hartree: 0.210 / 0.280
2S+1: 2
Net charge: +1
HOMO (spin up / spin down) in eV: -10.392 / -12.423
F_max in hartree/bohr: 0.07864


[6]
Density functional theory data (the ωB97M-V functional and the def2-TZVPD basis) for a molecular structure, C26H18Cl2F5N4O7S2Se3Te2Ti in a non-equilibrium geometry.

Each line ends with the Löwdin charge.
Geometry (Å):
O: 2.82646 -0.17276 0.39135  -0.259
H: 4.45653 0.84925 -2.28846  0.113
O: 0.03614 -3.20823 -2.86246  0.081
H: -0.77075 -3.11019 -0.26347  0.090
C: -0.49912 4.84697 3.69640  -0.161
C: -1.69263 4.16023 3.83070  -0.159
C: 2.24618 2.15594 -3.28470  -0.266
C: -2.44949 -2.22001 0.79418  -0.348
C: -1.37975 3.32056 1.61261  -0.260
C: -2.17178 -2.98606 -3.69338  -0.992
F: -3.28174 2.71050 2.87385  0.072
O: -1.17835 0.53216 2.72059  0.048
Se: -3.71866 -0.03332 1.04604  1.205
H: -4.47400 -3.87566 3.02853  0.106
H: -2.89094 -5.69500 2.43268  0.093
O: 0.96517 -1.57267 -0.42086  -0.329
O: 1.65626 -0.15023 -3.63095  0.133
Ti: -0.84030 -0.03042 -0.93236  0.800
H: 2.76268 2.53491 -5.23702  0.116
C: 0.26641 -1.61560 4.18177  0.009
F: 1.37208 5.47637 2.48091  0.042
C: 1.54676 0.88783 -2.84601  -0.531
Se: -3.96876 0.68980 -2.13631  -0.396
O: -1.11143 -1.34438 -2.34890  -0.228
C: 2.37293 -2.63286 2.59656  -0.031
H: 2.90457 2.46005 -1.21897  0.072
C: 1.07178 -2.64558 4.63795  -0.071
C: -1.74251 -4.48372 1.05682  -0.072
C: 3.24858 2.64028 -2.23469  -0.134
O: 0.92966 0.85196 -1.79330  -0.119
C: -2.12866 3.39246 2.76955  -0.175
C: 2.11643 -3.14715 3.85925  -0.077
Se: -1.84823 1.88608 -2.40231  -0.124
C: -3.50566 -2.44000 1.73819  -0.378
H: -0.54423 -1.20860 4.77134  0.124
C: 4.45439 1.92127 -4.17586  -0.196
C: 1.54273 -1.62244 2.15329  -0.205
H: 4.97452 1.07495 -4.63083  0.101
H: 3.39025 3.71626 -2.35224  0.121
N: -4.27132 -1.38030 2.00576  -0.211
C: 4.50890 1.88122 -2.64560  -0.163
N: 0.32773 0.30400 0.99508  -0.100
H: 5.42604 2.32273 -2.25576  0.105
Cl: -2.68416 -1.81227 -4.89787  0.600
C: -2.79228 -4.71127 1.99057  -0.095
F: -2.40908 4.23960 4.97313  0.074
H: 4.91987 2.83998 -4.54942  0.107
C: -0.20301 -0.00106 2.22524  -0.503
C: 0.52034 -1.10529 2.91779  -0.126
Cl: -3.47626 -3.35272 -2.53198  0.609
H: 2.15820 0.19524 -4.40753  0.114
N: -2.42922 -0.98280 0.28090  -0.318
Te: -1.17464 1.86489 -4.84262  0.114
N: 3.01548 1.88636 -4.50636  -0.022
C: -0.16985 4.00330 1.41576  -0.644
H: -1.08018 -5.30279 0.80694  0.104
S: 0.73498 3.91661 -0.03644  0.543
C: -1.56062 -3.27486 0.45693  -0.028
C: -3.66617 -3.72380 2.32543  -0.034
H: -1.92125 -3.91598 -4.18893  0.054
H: 0.89694 -3.07056 5.61848  0.099
H: 3.17812 -3.00861 1.97988  0.120
S: 1.53350 -0.73936 0.62848  0.660
H: 2.73295 -3.94673 4.24981  0.099
C: -0.94011 -2.49450 -2.90677  -0.722
Te: -5.83254 1.69122 -3.44759  -0.141
F: -1.88648 2.52919 0.63916  -0.036
F: -0.06015 5.60683 4.72340  0.075
C: 0.22894 4.76795 2.52805  -0.260
H: 1.43181 2.86082 -3.46339  0.110

Relative energy (zero: lowest compared OMol25 entry of this formula, charge and spin) in kcal per mole: 0.0
Kohn-Sham gap (spin up / spin down) in hartree: 0.154 / 0.154
2S+1: 2
Net charge: -2
HOMO (spin up / spin down) in eV: -1.245 / -1.241
F_max in hartree/bohr: 0.03685